49
Properties=species:S:1:pos:R:3:forces:R:3:mulliken_charge:R:1 method="wB97M-V/def2-TZVPD" homo_lumo_gap_ev=8.023 e_lumo_ev=0.02 spin_multiplicity=1 homo_ev=-8.0
C 5.561 0.256 3.885 0.2 0.3 0.2 -0.943
B 5.465 0.741 2.384 0.7 0.2 1.7 0.593
O 4.562 1.759 2.059 0.0 -1.5 -0.9 -0.333
B 4.068 1.522 0.779 -0.5 1.4 -0.9 0.414
C 2.523 1.533 0.428 0.0 -0.1 -0.2 -0.650
C 2.007 0.090 0.750 0.7 0.5 1.0 -0.455
C 0.594 0.072 1.353 0.2 0.0 -0.3 -0.472
S 0.162 -1.670 1.701 0.5 -1.2 -1.9 1.137
O -0.915 -2.082 0.860 -1.1 0.9 0.9 -0.558
O 1.328 -2.480 1.464 0.6 0.6 1.1 -0.666
O -0.203 -1.781 3.267 0.2 0.4 -0.8 -0.465
O 4.954 1.200 -0.255 -0.1 -1.0 1.0 -0.369
B 5.857 0.223 0.130 0.9 0.7 -1.1 0.419
N 6.379 -0.694 -0.904 -1.3 0.0 1.6 -0.487
C 6.394 -1.848 -0.484 2.2 -0.6 -1.0 0.744
O 6.661 -2.952 -0.232 -1.0 0.4 0.2 -0.409
O 6.299 0.129 1.447 -1.4 0.1 -0.6 -0.484
H 5.020 -0.687 4.052 0.1 0.1 -0.2 0.317
H 6.605 0.084 4.182 -0.2 -0.1 -0.2 0.288
H 5.154 0.982 4.599 -0.1 -0.1 -0.3 0.263
H 1.975 2.315 0.969 0.1 -0.3 0.1 0.381
H 2.374 1.710 -0.645 0.1 0.1 0.2 0.258
H 2.120 -0.557 -0.123 -0.3 0.1 0.1 0.423
H 2.679 -0.336 1.515 -0.2 -0.1 -0.2 0.205
H -0.103 0.488 0.617 -0.2 -0.5 0.2 0.046
H 0.520 0.692 2.252 0.1 -0.3 0.0 0.440
H 0.645 -2.009 3.682 -0.2 -0.1 0.2 0.362
C -5.866 -0.712 -3.256 0.0 0.0 -0.1 -1.415
C -5.261 0.369 -2.372 0.0 -0.1 -0.1 -0.356
N -4.510 -0.162 -1.250 0.0 0.0 0.2 0.147
C -4.193 0.833 -0.241 -0.1 0.1 0.2 -0.689
C -3.267 1.988 -0.637 0.1 0.1 0.1 -0.878
C -3.437 -1.086 -1.582 0.0 -0.3 -0.1 -0.658
C -2.337 -0.596 -2.530 0.1 -0.1 0.0 -0.898
H -6.465 -1.408 -2.668 0.1 0.0 0.0 0.334
H -6.517 -0.255 -4.004 0.0 0.0 0.0 0.434
H -5.102 -1.277 -3.792 0.0 0.0 0.0 0.290
H -6.085 0.971 -1.979 0.1 0.1 0.1 0.448
H -4.653 1.042 -2.996 -0.1 0.0 -0.1 0.267
H -3.774 0.328 0.634 0.0 -0.1 -0.1 0.340
H -5.137 1.265 0.108 0.0 0.0 -0.1 0.393
H -2.230 1.664 -0.731 0.0 0.0 -0.1 0.055
H -3.289 2.758 0.139 0.0 0.0 0.0 0.403
H -3.569 2.462 -1.572 0.0 0.0 0.0 0.306
H -3.883 -1.983 -2.020 -0.1 0.1 0.0 0.318
H -2.975 -1.440 -0.658 -0.1 0.2 0.1 0.336
H -2.740 -0.093 -3.411 0.0 0.0 0.0 0.302
H -1.754 -1.449 -2.882 0.0 0.0 0.0 0.383
H -1.641 0.080 -2.033 0.0 0.1 -0.1 0.134


45
Properties=species:S:1:pos:R:3:forces:R:3:mulliken_charge:R:1 method="wB97M-V/def2-TZVPD" total_charge=-1 e_above_lowest_ev=0.000 homo_lumo_gap_ev=7.564 e_lumo_ev=2.61 spin_multiplicity=1 homo_ev=-5.0
C 0.411 5.862 2.972 0.0 0.0 0.1 -1.328
C 0.652 4.471 2.466 0.0 0.0 -0.2 0.440
Br 0.987 3.213 3.880 0.0 0.0 0.0 -0.266
C 0.668 4.039 1.207 0.0 -0.1 0.3 -0.231
Br 0.324 5.319 -0.144 0.0 0.1 -0.1 -0.158
C 0.922 2.621 0.706 0.2 0.2 -0.2 0.017
O 1.623 2.603 -0.486 -0.2 0.0 -0.1 -0.803
B 0.695 2.216 -1.626 0.1 0.1 0.2 0.898
O 1.106 0.954 -2.248 0.2 -0.1 -0.1 -0.422
O -0.615 2.044 -0.933 0.0 0.0 -0.1 -0.747
C -0.405 1.883 0.415 0.0 0.0 0.3 0.386
N -0.246 0.458 0.759 -0.2 0.0 0.1 -0.615
H -0.333 6.368 2.359 0.0 0.0 0.0 0.375
H 0.066 5.841 4.004 0.0 0.0 0.0 0.393
H 1.336 6.445 2.942 0.0 0.0 0.0 0.273
H 1.492 2.115 1.490 -0.1 -0.1 0.0 0.284
H 0.660 3.120 -2.471 0.0 -0.1 0.0 -0.355
H 1.666 1.171 -2.996 0.0 0.0 -0.1 0.172
H -1.234 2.340 0.984 0.0 0.0 -0.1 0.315
H -0.943 -0.061 0.232 0.1 0.0 0.0 0.178
H -0.475 0.322 1.741 0.1 0.0 0.0 0.159
C 1.314 -1.686 -4.122 -0.1 0.1 0.1 -1.020
C 2.632 -2.317 -3.718 0.0 0.1 0.0 0.414
C 2.428 -3.417 -2.686 0.1 0.0 0.0 -1.186
O 3.513 -1.312 -3.224 0.1 -0.1 0.1 -0.576
H 0.863 -1.232 -3.236 -0.1 0.0 -0.1 0.168
H 1.477 -0.887 -4.846 0.0 0.0 0.0 0.257
H 0.614 -2.408 -4.551 0.1 -0.1 0.0 0.412
H 3.146 -2.733 -4.589 0.0 0.0 0.0 0.254
H 1.956 -3.003 -1.791 0.0 0.0 0.0 0.265
H 3.385 -3.855 -2.396 0.0 0.0 0.0 0.307
H 1.784 -4.209 -3.076 0.0 0.0 0.0 0.350
H 3.059 -0.847 -2.505 -0.1 0.1 -0.1 0.374
C -2.145 -4.009 2.419 0.0 0.0 0.0 -1.372
C -2.498 -2.568 2.085 0.0 0.0 0.0 0.627
C -3.942 -2.239 2.431 0.0 0.0 0.0 -1.334
O -2.225 -2.282 0.720 0.0 0.0 0.0 -0.484
H -2.773 -4.694 1.841 0.0 0.0 0.0 0.348
H -1.103 -4.211 2.171 0.0 0.0 0.0 0.338
H -2.300 -4.220 3.479 0.0 0.0 0.0 0.365
H -1.834 -1.899 2.638 0.0 0.0 0.0 0.199
H -4.621 -2.874 1.853 0.0 0.0 0.0 0.339
H -4.161 -1.199 2.191 0.0 0.0 0.0 0.323
H -4.143 -2.405 3.491 0.0 0.0 0.0 0.371
H -2.781 -2.843 0.169 0.0 0.0 0.0 0.294


45
Properties=species:S:1:pos:R:3:forces:R:3:mulliken_charge:R:1 method="wB97M-V/def2-TZVPD" total_charge=+1 homo_lumo_gap_ev=7.378 e_lumo_ev=-3.72 spin_multiplicity=1 homo_ev=-11.1
C -1.931 -0.988 -0.116 -0.3 -0.5 0.1 -0.686
N -0.610 -1.416 0.444 0.7 0.6 0.1 0.201
C -0.039 -0.630 1.571 0.2 -0.1 0.1 -0.769
C 1.202 0.199 1.186 -0.2 0.0 0.0 -0.025
S 2.763 -0.631 1.651 0.1 0.1 -0.1 -0.118
C 1.096 0.543 -0.298 0.0 0.1 -0.5 -0.593
B 2.165 1.619 -0.886 0.0 -0.1 0.1 0.625
O 1.758 2.492 -1.844 0.3 -0.4 -0.1 -0.516
O 3.411 1.764 -0.376 0.1 0.3 -0.5 -0.520
N 1.078 -0.736 -1.051 0.4 -0.5 1.1 -0.034
C 0.279 -1.689 -0.552 -0.3 -0.1 -0.2 0.007
N 0.325 -2.924 -1.067 -0.1 0.2 -0.2 -0.301
H -1.809 -0.479 -1.074 0.0 0.1 0.0 0.387
H -2.387 -0.305 0.594 0.0 0.0 0.0 0.364
H -2.582 -1.848 -0.251 0.0 0.0 0.0 0.039
H 0.255 -1.343 2.340 -0.1 0.0 0.1 0.299
H -0.819 -0.002 1.994 -0.1 0.1 -0.2 0.386
H 1.214 1.120 1.769 0.0 0.0 0.0 0.526
H 2.557 -1.779 0.988 0.0 -0.1 0.1 0.138
H 0.114 0.997 -0.467 -0.1 0.0 0.1 0.209
H 1.079 2.130 -2.420 -0.4 0.3 0.1 0.304
H 3.913 0.973 -0.176 -0.1 -0.1 0.6 0.325
H 2.003 -1.118 -1.224 -0.1 0.2 -0.7 0.362
H 0.255 -3.709 -0.441 -0.7 0.0 -0.1 0.231
H 0.389 -3.088 -2.060 0.5 0.0 0.0 0.254
C 2.856 6.963 1.283 -0.1 0.1 0.0 -1.096
C 2.295 6.674 -0.088 0.0 0.0 0.0 0.730
O 1.596 7.467 -0.671 0.0 0.0 0.0 -0.544
C 2.648 5.337 -0.699 -0.1 0.2 -0.1 -0.744
H 2.532 7.948 1.612 0.0 0.0 0.0 0.308
H 2.515 6.211 1.997 0.0 0.0 0.0 0.301
H 3.947 6.929 1.257 0.0 -0.1 0.0 0.321
H 2.289 4.531 -0.056 0.1 0.0 0.0 0.057
H 3.731 5.238 -0.796 0.0 -0.1 0.1 0.357
H 2.189 5.248 -1.679 0.0 0.0 0.0 0.282
C -3.092 -5.479 0.492 0.1 0.1 0.0 -0.947
C -4.050 -4.619 -0.293 -0.1 0.0 0.0 0.849
O -3.705 -3.562 -0.779 0.1 -0.1 0.1 -0.598
C -5.453 -5.136 -0.444 0.0 0.1 -0.1 -1.167
H -2.115 -5.001 0.534 0.0 0.0 0.0 0.104
H -3.466 -5.629 1.506 0.0 -0.1 0.0 0.338
H -2.999 -6.461 0.024 0.0 0.0 0.0 0.353
H -5.909 -5.272 0.538 0.0 -0.1 0.0 0.347
H -5.443 -6.106 -0.944 0.0 0.0 0.1 0.350
H -6.046 -4.434 -1.025 0.0 0.0 0.0 0.306


44
Properties=species:S:1:pos:R:3:forces:R:3:mulliken_charge:R:1 method="wB97M-V/def2-TZVPD" total_charge=+1 homo_lumo_gap_ev=6.780 e_lumo_ev=-4.25 spin_multiplicity=1 homo_ev=-11.0
C -1.526 0.917 -4.417 -0.5 -0.7 -0.5 -0.898
C -3.059 0.382 -4.205 -2.7 3.6 1.0 0.414
N -4.034 1.358 -3.963 4.4 -3.9 -0.9 -0.608
C -3.576 -1.169 -4.193 -1.1 0.3 0.2 -0.714
C -3.093 -2.048 -2.874 0.3 -1.9 -3.4 -0.211
C -1.552 -2.567 -3.076 0.5 -0.6 0.3 -0.711
C -0.424 -1.811 -2.166 1.2 -0.4 0.6 -0.678
C -0.983 -1.066 -0.819 -0.1 -0.9 -1.0 -0.191
Br 0.412 -1.411 0.630 -1.5 0.3 -1.0 -0.048
C -2.428 -1.735 -0.428 1.8 1.3 2.2 -0.700
N -3.392 -1.396 -1.546 -1.2 -0.6 0.9 -0.074
H -0.771 0.025 -4.353 -1.3 1.9 0.1 0.113
H -1.424 1.354 -5.519 -0.3 -0.8 2.4 0.349
H -1.332 1.769 -3.615 -0.2 -2.0 -1.8 0.327
H -3.565 2.305 -4.000 -0.5 -1.2 0.0 0.288
H -4.769 -1.174 -4.153 2.6 0.5 -0.2 0.328
H -3.314 -1.756 -5.199 -0.2 1.3 2.4 0.393
H -3.767 -3.034 -2.909 1.5 2.3 0.2 0.255
H -1.216 -2.501 -4.210 -1.0 0.0 2.4 0.317
H -1.535 -3.733 -2.819 0.0 2.7 -0.4 0.353
H 0.245 -1.034 -2.741 -1.5 -1.6 0.9 0.241
H 0.327 -2.660 -1.791 -1.7 1.9 -0.9 0.453
H -1.007 0.101 -0.936 -0.3 -2.3 0.3 0.376
H -2.806 -1.152 0.544 0.6 -1.6 -2.1 0.401
H -2.354 -2.883 -0.213 -0.2 2.3 -0.7 0.328
H -4.339 -1.770 -1.237 1.3 0.8 -0.5 0.452
H -3.490 -0.359 -1.562 0.1 -0.6 -0.5 0.492
C 1.600 2.056 5.604 -0.6 -0.1 0.6 -0.744
O 2.065 2.323 4.295 1.9 0.4 2.5 -0.292
P 3.738 1.951 4.063 -1.6 -1.7 -10.0 0.914
O 3.717 2.684 2.718 -0.1 0.6 1.7 -0.612
O 3.376 0.361 3.835 1.2 0.1 1.0 -0.337
C 2.369 -0.001 2.908 -0.6 0.2 0.2 -0.842
O 5.412 1.579 3.832 -1.3 -0.2 3.5 -0.230
C 6.275 2.450 4.532 0.6 0.5 0.3 -0.739
H 0.512 2.172 5.623 0.2 0.0 -0.1 0.233
H 1.848 1.030 5.905 -0.1 0.1 0.1 0.347
H 2.048 2.768 6.305 -0.3 -0.1 0.1 0.304
H 2.197 0.770 2.153 0.1 0.1 0.2 0.452
H 1.439 -0.191 3.450 -0.1 0.0 -0.1 0.314
H 2.667 -0.923 2.406 0.3 0.0 0.2 0.291
H 6.089 2.369 5.607 0.4 0.1 0.0 0.321
H 6.113 3.482 4.207 0.1 0.0 0.0 0.341
H 7.308 2.168 4.327 -0.2 -0.1 0.0 0.234


43
Properties=species:S:1:pos:R:3:forces:R:3:mulliken_charge:R:1 method="wB97M-V/def2-TZVPD" s_squared=0.75 e_above_lowest_ev=0.000 homo_lumo_gap_ev="7.207 / 7.490" e_lumo_ev="0.44 / 0.43" spin_multiplicity=2 homo_ev="-6.8 / -7.1"
C 1.023 -1.307 -2.883 -0.4 0.0 0.3 -1.289
C 1.074 -0.927 -1.516 0.3 0.5 1.1 0.901
N -0.107 -0.784 -0.819 0.2 0.1 -0.1 0.172
C -1.295 -1.027 -1.391 -0.1 -0.2 -0.1 0.689
C -1.401 -1.397 -2.736 -0.2 0.3 1.0 -0.990
C -0.216 -1.529 -3.466 0.4 0.1 0.1 -0.264
C 2.336 -0.596 -0.846 0.6 -0.4 -1.2 -1.055
P 2.629 -0.365 0.841 -3.5 0.6 0.1 0.402
Ce 0.007 -0.237 1.733 1.1 -1.7 0.8 0.347
P -2.621 -0.001 0.980 3.3 0.5 0.9 0.618
C -2.560 -1.039 -0.479 -0.7 -0.2 -1.0 -1.015
O 1.827 2.184 -1.636 0.5 0.0 -0.5 -0.730
O -0.771 2.627 -1.281 0.4 0.6 -0.2 -0.630
H 1.970 -1.417 -3.413 -0.4 0.0 0.0 0.426
H -2.392 -1.585 -3.140 0.3 0.0 -0.2 0.446
H -0.271 -1.819 -4.506 0.0 0.0 -0.1 0.404
C 3.155 -1.787 1.827 1.1 0.1 -0.2 -1.150
C 3.493 1.138 1.321 1.0 -0.6 -0.2 -1.104
H -3.442 -0.682 -1.027 0.1 -0.7 -0.6 0.442
H -2.724 -2.072 -0.110 0.0 0.4 -0.4 0.363
H 2.104 1.267 -1.364 -0.1 0.0 0.0 0.303
H 3.257 -0.832 -1.380 -0.3 -0.1 -0.6 0.280
C -3.398 -0.824 2.386 -1.0 0.1 -0.5 -1.178
C -3.190 1.665 0.686 -1.1 -0.4 -0.1 -0.983
H 0.407 1.901 1.071 -1.3 -0.3 -2.0 0.264
H -0.725 3.546 -0.956 0.0 -0.6 -0.3 0.305
H 0.171 2.421 -1.552 -0.7 0.2 0.3 0.353
H 2.200 2.287 -2.527 -0.2 0.0 0.4 0.259
H -0.158 -2.179 1.877 -0.4 -1.8 0.1 -0.173
H -0.053 1.581 0.448 1.4 2.0 1.1 -0.098
H 4.192 -1.886 1.474 0.0 -0.9 0.7 0.406
H 3.092 -1.559 2.907 0.2 -0.1 -0.5 0.371
H 2.539 -2.672 1.602 0.3 0.5 -0.1 0.314
H 4.521 0.843 1.063 0.3 1.2 0.4 0.384
H 3.101 1.981 0.728 0.4 -0.4 0.2 0.326
H 3.351 1.327 2.400 0.3 -0.1 -0.5 0.357
H -4.246 1.455 0.461 -0.1 1.3 -0.2 0.415
H -3.044 2.262 1.606 -0.2 -0.4 -0.5 0.301
H -2.596 2.094 -0.142 -0.5 -0.3 0.3 0.199
H -4.442 -0.860 2.049 -0.2 -0.5 1.0 0.412
H -2.964 -1.827 2.542 -0.2 0.5 -0.2 0.351
H -3.260 -0.227 3.305 -0.2 -0.2 -0.6 0.357
Cl -0.574 0.855 3.863 -0.5 1.1 2.0 -0.509


45
Properties=species:S:1:pos:R:3:forces:R:3:mulliken_charge:R:1 method="wB97M-V/def2-TZVPD" s_squared=6.03 total_charge=+1 e_above_lowest_ev=1.125 homo_lumo_gap_ev="4.062 / 5.433" e_lumo_ev="-3.04 / -6.52" spin_multiplicity=5 homo_ev="-7.1 / -12.0"
C 0.999 -1.389 -3.237 0.7 0.3 1.4 -0.556
C 0.973 -1.212 -1.858 0.6 -0.2 -2.0 0.474
N -0.220 -1.128 -1.226 0.0 0.0 2.2 -0.548
C -1.401 -1.138 -1.886 -0.6 -0.1 -2.1 0.356
C -1.400 -1.319 -3.264 -0.7 0.3 1.4 -0.487
C -0.195 -1.453 -3.941 0.0 -0.2 -1.2 -0.719
C 2.240 -1.185 -1.030 -2.0 -2.3 1.3 -1.304
P 1.961 -0.698 0.721 0.2 1.9 -0.6 0.480
Pt -0.237 -0.994 0.815 -0.2 -3.1 1.6 0.951
P -2.414 -0.585 0.663 -0.2 1.9 -0.6 0.548
C -2.690 -1.000 -1.104 -0.1 -0.2 0.0 -1.153
O 1.879 3.917 -3.381 0.0 1.4 2.5 -0.610
O -0.260 3.213 0.263 0.0 1.1 -3.4 -0.685
H 1.974 -1.468 -3.712 -0.3 0.0 -0.1 0.460
H -2.366 -1.339 -3.760 0.2 0.0 -0.2 0.457
H -0.192 -1.592 -5.018 0.0 0.0 0.2 0.391
C 2.989 -1.688 1.808 -0.1 -0.1 0.3 -1.078
C 2.398 1.042 0.906 0.5 0.0 0.3 -0.906
H -3.344 -0.232 -1.545 0.2 -0.2 0.1 0.433
H -3.265 -1.940 -1.124 0.2 0.2 0.0 0.408
H 2.940 -0.563 -1.428 2.0 1.9 -1.3 0.583
H 2.693 -2.189 -0.992 -0.2 0.1 0.0 0.391
C -3.493 -1.589 1.692 0.0 -0.2 0.3 -1.195
C -2.795 1.164 0.887 -0.5 0.1 0.2 -0.965
H -0.279 2.713 4.170 0.0 0.2 0.0 0.016
H -0.351 4.118 0.625 0.1 -0.6 -0.3 0.293
H 2.065 3.469 -4.160 0.5 -1.3 -2.3 0.299
H 2.733 4.280 -3.096 -0.5 -0.1 -0.1 0.320
H -0.300 -1.001 2.445 0.1 0.0 -0.8 -0.175
H -0.228 3.379 -0.788 0.0 -0.5 3.6 0.345
H 4.051 -1.486 1.610 -0.2 0.0 0.0 0.386
H 2.740 -1.397 2.839 0.2 -0.2 -0.3 0.309
H 2.763 -2.749 1.645 0.1 0.3 0.1 0.368
H 3.406 1.209 0.499 -0.2 0.1 0.2 0.443
H 1.657 1.694 0.420 0.2 -0.3 0.1 0.222
H 2.384 1.248 1.988 0.1 0.1 -0.4 0.296
H -3.741 1.391 0.374 0.1 0.1 0.2 0.465
H -2.909 1.331 1.967 0.0 0.1 -0.3 0.379
H -1.986 1.820 0.523 -0.3 -0.5 0.1 0.180
H -4.514 -1.183 1.688 0.2 -0.1 -0.1 0.388
H -3.498 -2.620 1.316 0.0 0.3 0.2 0.402
H -3.090 -1.575 2.712 -0.2 0.0 -0.2 0.367
O -0.320 0.044 4.579 2.7 0.3 2.2 -0.246
N 0.818 0.212 5.032 -0.8 0.2 -4.5 0.504
O 1.825 0.461 4.361 -2.0 -0.7 2.4 -0.286